This record from the OMol25 dataset describes a 2-piece molecular cluster, C8H11NS overall in a non-equilibrium geometry. The level of theory is wB97M-V/def2-TZVPD.

The geometry in XYZ format:
```
21
Properties=species:S:1:pos:R:3:forces:R:3
C 1.7160 -0.1081 1.2382 0.1 -0.1 -0.1
C 1.5943 -0.8906 -1.0120 0.0 0.0 0.1
C 1.8946 1.1673 0.7254 0.1 -0.1 0.3
C 1.7722 0.4250 -1.4126 0.0 -0.3 -0.3
C 1.5685 -1.1582 0.3466 0.0 0.1 0.1
C -1.3186 1.3632 1.2987 -0.5 0.4 -1.1
C -2.1887 0.2067 -1.0194 0.3 1.2 0.4
C -2.2013 -1.1364 -0.3957 0.0 0.1 0.0
N 1.9256 1.4298 -0.5694 0.1 0.5 -0.1
S -1.7731 1.6208 -0.2670 0.0 -1.5 0.6
H 1.6915 -0.2757 2.3039 0.0 0.0 0.1
H 1.4807 -1.6809 -1.7384 0.0 0.0 -0.1
H 2.0227 2.0194 1.3794 0.0 0.0 0.1
H 1.7988 0.6867 -2.4622 0.0 -0.1 -0.1
H -1.2616 0.3956 1.7500 0.0 -0.3 0.0
H -1.1753 2.2418 1.8919 0.0 0.3 0.1
H -2.3601 0.3205 -2.0740 -0.1 0.2 -0.2
H -1.2275 -1.6299 -0.4741 0.0 0.0 0.1
H -2.9401 -1.7702 -0.8857 0.0 0.0 0.0
H -2.4545 -1.0610 0.6624 0.0 -0.1 0.1
H 1.4361 -2.1658 0.7139 0.0 -0.1 0.0
```
Forces are in eV/Å.

Calculated values
**Orbital gap**: 0.2861 Ha
**HOMO level**: -7.2 eV
**ΔE to the lowest compared entry with this formula, charge and spin**: 1.829 eV
**Strongest force on any atom**: 1.61 eV/A
**LUMO**: 0.58 eV